[1]
Formula: C44H49CuNP2
Source: the OMol25 dataset
Level of theory: ωB97M-V with the def2-TZVPD basis set

Summary:
E_HOMO (alpha / beta) (eV): -5.159 / -7.126
Maximum force (eV Å⁻¹): 2.43
2S+1: 2
Energy above the lowest of the compared OMol25 structures with the same formula, charge and spin (eV): 0.000
Expectation value of S²: 0.759
LUMO energy (alpha / beta) (eV): 0.342 / 0.146
Calculated total energy (eV): -111123.930

Cartesian coordinates (Å):
Cu1 -0.1243 0.1054 1.6779
C1 -1.4766 0.7085 -5.2419
C2 -1.4657 -0.5852 -4.8966
C3 -0.6970 -1.6274 -5.6554
C4 0.7310 -1.2470 -6.1352
C5 1.5502 -0.4192 -5.1801
C6 1.5803 0.9187 -5.1631
C7 0.7434 1.7806 -6.0618
C8 -0.6952 1.2979 -6.3834
C9 1.9983 0.1791 2.2764
H1 -2.1215 1.4257 -4.7207
H2 -2.0983 -0.9466 -4.0837
H3 -1.2546 -1.9580 -6.5494
H4 -0.5731 -2.5156 -5.0185
H5 1.2798 -2.1978 -6.2274
H6 0.6950 -0.8251 -7.1559
H7 2.1846 -1.0101 -4.5071
H8 2.3001 1.4515 -4.5331
H9 1.2602 1.9470 -7.0256
H10 0.6434 2.7689 -5.5899
H11 -1.2465 2.2066 -6.6652
H12 -0.6864 0.6626 -7.2854
H13 1.7624 1.1334 2.7384
H14 3.1010 0.1653 2.2451
H15 1.7537 -0.6657 2.9489
P1 -1.1246 -0.7087 -0.1446
P2 1.8116 0.0171 0.3207
C10 -0.0400 -0.9362 -1.5522
C11 1.2884 -0.8308 -1.2616
C12 -1.9906 -2.2856 0.1771
C13 -2.3846 -3.0414 -0.9370
C14 -3.2377 -4.1415 -0.7795
C15 -3.6543 -4.5329 0.4990
C16 -3.1331 -3.8721 1.6220
C17 -2.2650 -2.7875 1.4701
C18 -2.2759 0.5471 -0.7877
C19 -1.7938 1.8706 -0.8998
C20 -2.6837 2.9410 -0.9835
C21 -4.0647 2.7030 -1.0891
C22 -4.5308 1.3813 -1.1189
C23 -3.6479 0.3116 -0.9591
C24 3.3529 -1.0004 0.3102
C25 3.1716 -2.3021 0.7975
C26 4.2610 -3.1656 0.8722
C27 5.5303 -2.7170 0.4770
C28 5.7054 -1.4020 0.0381
C29 4.6210 -0.5133 0.0006
C30 2.2839 1.7133 -0.2621
C31 2.4597 2.8009 0.6153
C32 3.1002 3.9683 0.1884
C33 3.4611 4.1292 -1.1522
C34 3.1222 3.1287 -2.0763
C35 2.5041 1.9544 -1.6280
H16 -0.4659 -1.0772 -2.5457
H17 2.0447 -1.3150 -1.8974
H18 -2.0516 -2.7597 -1.9337
H19 -3.5868 -4.6840 -1.6583
H20 -4.3617 -5.3562 0.6208
H21 -3.4143 -4.2048 2.6216
H22 -1.8317 -2.3077 2.3468
H23 -0.7210 2.0758 -0.8799
H24 -2.3099 3.9709 -0.9632
H25 -4.7692 3.5466 -1.1435
H26 -5.6022 1.1981 -1.2575
H27 -4.0238 -0.7094 -0.9650
H28 2.1765 -2.6492 1.0890
H29 4.1154 -4.1919 1.2172
H30 6.3819 -3.4042 0.5262
H31 6.6915 -1.0684 -0.2900
H32 4.7613 0.5239 -0.2950
H33 2.1412 2.7249 1.6534
H34 3.3318 4.7523 0.9091
H35 3.9878 5.0343 -1.4802
H36 3.3663 3.2652 -3.1307
H37 2.2360 1.2055 -2.3783
C36 0.3635 1.3440 7.2318
N1 -0.0149 0.1250 6.5706
C37 -0.0314 -1.0521 7.4006
C38 -0.0280 0.0212 5.1271
C39 -1.3309 0.3579 4.4372
C40 -2.4818 0.5068 5.2341
C41 -3.7105 0.8499 4.6730
C42 -3.7856 1.0981 3.3048
C43 -2.6227 1.0426 2.5210
C44 -1.4264 0.5516 3.0410
H38 0.8468 1.0232 8.1744
H39 -0.5061 1.9930 7.4740
H40 1.0878 1.9293 6.6361
H41 -1.0594 -1.3715 7.6841
H42 0.4835 -1.8906 6.9085
H43 0.5191 -0.7797 8.3240
H44 0.7491 0.6957 4.7197
H45 0.2774 -1.0125 4.8715
H46 -2.4131 0.3771 6.3183
H47 -4.5845 0.9392 5.3126
H48 -4.7278 1.3387 2.8300
H49 -2.6912 1.3600 1.4760

Calculated atomic charges, method Mulliken, unit e:
1. Cu -1.189
2. C -0.170
3. C -0.353
4. C -0.791
5. C -1.007
6. C -0.041
7. C -0.296
8. C -0.864
9. C -0.933
10. C -2.607
11. H 0.407
12. H 0.439
13. H 0.407
14. H 0.253
15. H 0.443
16. H 0.343
17. H 0.415
18. H 0.385
19. H 0.279
20. H 0.366
21. H 0.453
22. H 0.369
23. H 0.700
24. H 0.564
25. H 0.527
26. P 1.560
27. P 2.287
28. C 0.001
29. C -1.222
30. C 0.302
31. C -0.407
32. C -0.494
33. C -0.565
34. C -0.519
35. C -0.683
36. C 0.574
37. C -0.386
38. C -0.730
39. C -0.620
40. C -0.764
41. C -0.483
42. C 0.039
43. C -0.351
44. C -0.708
45. C -0.541
46. C -0.617
47. C -0.276
48. C 0.026
49. C -0.486
50. C -0.705
51. C -0.656
52. C -0.328
53. C -0.023
54. H 0.094
55. H 0.523
56. H 0.287
57. H 0.404
58. H 0.365
59. H 0.409
60. H 0.181
61. H 0.309
62. H 0.435
63. H 0.376
64. H 0.398
65. H 0.432
66. H 0.354
67. H 0.395
68. H 0.365
69. H 0.392
70. H 0.408
71. H 0.336
72. H 0.394
73. H 0.350
74. H 0.417
75. H -0.077
76. C -0.897
77. N 0.325
78. C -0.880
79. C -0.515
80. C 2.419
81. C -0.335
82. C -0.952
83. C -0.764
84. C 0.689
85. C -0.959
86. H 0.327
87. H 0.218
88. H 0.280
89. H 0.210
90. H 0.275
91. H 0.340
92. H -0.029
93. H 0.136
94. H 0.251
95. H 0.374
96. H 0.455
97. H 0.156

=====

[2]
Formula: C44H49HgN2OPS6
Source: the OMol25 dataset
Level of theory: ωB97M-V with the def2-TZVPD basis set

Summary:
E_HOMO (alpha / beta) (eV): -10.167 / -10.168
Maximum force (eV Å⁻¹): 0.53
2S+1: 2
Net charge: +1
Energy above the lowest of the compared OMol25 structures with the same formula, charge and spin (eV): 1.504
Expectation value of S²: 0.757
LUMO energy (alpha / beta) (eV): -2.974 / -4.692
Calculated total energy (eV): -129922.228

Cartesian coordinates (Å):
Hg1 -0.3650 0.6970 0.1884
C1 -3.4698 0.9559 0.8331
C2 -3.0337 2.0003 1.5239
S1 0.3772 1.8538 2.0979
C3 2.1789 1.6477 2.1244
C4 2.6982 0.2379 2.3782
S2 2.3581 -0.9335 1.0476
C5 3.5499 -0.3834 -0.2074
C6 2.9268 -0.4943 -1.6013
S3 1.8489 0.9407 -1.8420
C7 0.8130 0.3955 -3.2088
C8 -0.1505 -0.7506 -2.8870
S4 -1.4455 -0.4024 -1.6875
H1 -3.7701 1.0563 -0.2031
H2 -3.5571 -0.0275 1.2796
H3 -2.7357 1.9061 2.5605
H4 -2.9354 2.9756 1.0663
H5 2.5011 2.2785 2.9572
H6 2.6350 2.0675 1.2231
H7 2.2150 -0.1781 3.2635
H8 3.7746 0.2527 2.5603
H9 4.4668 -0.9699 -0.1485
H10 3.8115 0.6561 -0.0078
H11 2.3424 -1.4128 -1.6797
H12 3.6984 -0.5068 -2.3725
H13 1.4582 0.0796 -4.0315
H14 0.2736 1.2822 -3.5414
H15 0.4088 -1.6224 -2.5298
H16 -0.6651 -1.0693 -3.7940
S5 -0.3072 -2.6862 -0.3751
C9 -0.1743 -3.5481 1.0459
N1 0.5537 -4.6499 1.0894
C10 0.6964 -5.3999 2.3406
C11 -0.6390 -5.3981 3.0334
N2 -1.0340 -4.0143 3.2654
C12 -1.5809 -3.7194 4.5916
C13 -0.5167 -3.8365 5.6518
C14 -0.6930 -4.6941 6.7284
C15 0.2883 -4.8105 7.7054
C16 1.4556 -4.0728 7.6024
C17 1.6394 -3.2152 6.5239
C18 0.6588 -3.0948 5.5541
C19 -0.8006 -3.0648 2.3604
S6 -1.0456 -1.4567 2.5816
C20 1.3325 -5.0812 -0.0720
C21 0.4851 -5.5635 -1.2231
C22 -0.6280 -6.3635 -1.0037
C23 -1.3806 -6.8253 -2.0726
C24 -1.0158 -6.4991 -3.3707
C25 0.1034 -5.7104 -3.5947
C26 0.8468 -5.2399 -2.5232
H17 1.4633 -4.9406 2.9714
H18 1.0047 -6.4141 2.0942
H19 -0.5619 -5.8942 4.0004
H20 -1.3944 -5.9156 2.4333
H21 -2.3814 -4.4375 4.7828
H22 -2.0133 -2.7199 4.5555
H23 -1.6053 -5.2727 6.8096
H24 0.1389 -5.4790 8.5418
H25 2.2207 -4.1621 8.3605
H26 2.5472 -2.6328 6.4461
H27 0.7946 -2.4126 4.7230
H28 1.9757 -5.8891 0.2799
H29 1.9764 -4.2569 -0.3882
H30 -0.9190 -6.6246 0.0069
H31 -2.2485 -7.4440 -1.8928
H32 -1.6017 -6.8590 -4.2044
H33 0.3954 -5.4586 -4.6046
H34 1.7127 -4.6130 -2.6978
O1 -0.8459 2.9411 -1.0455
P1 -0.7174 4.2021 -1.8379
C27 -2.1087 5.3199 -1.6338
C28 -2.3375 5.8085 -0.3445
C29 -3.4316 6.6150 -0.0911
C30 -4.3052 6.9428 -1.1212
C31 -4.0826 6.4674 -2.4027
C32 -2.9859 5.6547 -2.6600
C33 0.7239 5.1466 -1.3504
C34 1.6110 4.5686 -0.4479
C35 2.7340 5.2749 -0.0401
C36 2.9702 6.5482 -0.5335
C37 2.0788 7.1330 -1.4258
C38 0.9519 6.4368 -1.8277
C39 -0.5909 3.8043 -3.5911
C40 0.4602 4.2153 -4.4019
C41 0.5468 3.7680 -5.7150
C42 -0.4177 2.9133 -6.2231
C43 -1.4726 2.4956 -5.4184
C44 -1.5545 2.9319 -4.1079
H35 -1.6580 5.5512 0.4599
H36 -3.6044 6.9925 0.9069
H37 -5.1594 7.5752 -0.9221
H38 -4.7591 6.7287 -3.2040
H39 -2.8113 5.2962 -3.6650
H40 1.3898 3.5857 -0.0531
H41 3.4200 4.8357 0.6718
H42 3.8453 7.0969 -0.2140
H43 2.2572 8.1330 -1.7954
H44 0.2435 6.9025 -2.5026
H45 1.2242 4.8739 -4.0089
H46 1.3696 4.0893 -6.3392
H47 -0.3497 2.5704 -7.2462
H48 -2.2281 1.8307 -5.8143
H49 -2.3628 2.5882 -3.4731

Results of the Mulliken charge analysis, in e, for atoms 1 through 99:
1. Hg 1.373
2. C -0.656
3. C -0.420
4. S -0.438
5. C -0.362
6. C -0.738
7. S 0.352
8. C -1.214
9. C -0.203
10. S 0.076
11. C 0.560
12. C -0.286
13. S -0.135
14. H 0.300
15. H 0.320
16. H 0.286
17. H 0.210
18. H 0.511
19. H -0.104
20. H 0.094
21. H 0.513
22. H 0.543
23. H 0.417
24. H -0.346
25. H 0.568
26. H 0.697
27. H -1.020
28. H -0.090
29. H 0.488
30. S -0.015
31. C -0.386
32. N 0.411
33. C -0.819
34. C -0.736
35. N 0.136
36. C -1.508
37. C 0.676
38. C -0.323
39. C -0.614
40. C -0.426
41. C -0.747
42. C -0.090
43. C 0.139
44. S 0.023
45. C -1.573
46. C 0.962
47. C -0.064
48. C -0.793
49. C -0.442
50. C -0.791
51. C -0.194
52. H 0.347
53. H 0.535
54. H 0.505
55. H 0.300
56. H 0.417
57. H 0.465
58. H 0.373
59. H 0.391
60. H 0.391
61. H 0.414
62. H 0.447
63. H 0.586
64. H 0.174
65. H 0.277
66. H 0.408
67. H 0.413
68. H 0.406
69. H 0.386
70. O 0.339
71. P 0.630
72. C 0.280
73. C -0.577
74. C -0.738
75. C -0.487
76. C -0.679
77. C -0.292
78. C -0.104
79. C 0.230
80. C -0.533
81. C -0.610
82. C -0.762
83. C -0.294
84. C 0.307
85. C -0.472
86. C -0.743
87. C -0.538
88. C -0.752
89. C -0.693
90. H 0.441
91. H 0.434
92. H 0.394
93. H 0.433
94. H 0.333
95. H 0.027
96. H 0.481
97. H 0.405
98. H 0.425
99. H 0.480